Version i
ORCA calculation (wB97M-V/def2-TZVPD) on one molecule with the formula C3HNO2S.

Computed properties:
SMILES: N#CSC(=O)C=O
Molecular weight, g mol⁻¹: 115.11
Lowest unoccupied orbital energy, hartree: -0.033
2S+1: 1

Positions of all 8 atoms, in Å:
N: 3.282 -0.542 0.021
C: 2.163 -0.805 -0.117
S: 0.549 -1.200 -0.505
C: -0.153 0.399 -0.007
O: 0.413 1.352 0.522
C: -1.678 0.221 0.030
O: -2.375 0.382 -0.938
H: -2.201 0.194 0.993

Here are the Löwdin charges for atoms 1 to 2, given in e: 0.124, -0.601

---

Version ii
ORCA calculation (wB97M-V/def2-TZVPD) on one molecule with the formula C3HNO2S.

Computed properties:
SMILES: O=CC(=O)N=C=S
Molecular weight, g mol⁻¹: 115.11
Lowest unoccupied orbital energy, hartree: -0.036
2S+1: 1

Positions of all 8 atoms, in Å:
O: 2.150 1.239 -0.304
C: 1.429 0.549 0.363
C: 0.726 -0.743 -0.048
O: 1.031 -1.863 0.003
N: -0.902 -0.375 -0.208
C: -1.973 0.107 -0.445
S: -3.590 0.377 -0.701
H: 1.130 0.708 1.341

Here are the Löwdin charges for atoms 1 to 2, given in e: 0.135, -0.156

---

What should be chosen as the least stable of them? Choose version ii.

---

Version i
ORCA calculation (wB97M-V/def2-TZVPD) on a 2-piece molecular cluster, C7H14O overall.

Computed properties:
Charge: -1
Molecular weight, g mol⁻¹: 114.19
Lowest unoccupied orbital energy (alpha / beta), hartree: 0.148 / 0.146
2S+1: 2

Positions of all 22 atoms, in Å:
C: 1.206 1.442 1.735
C: 0.062 0.997 0.878
C: -1.146 1.666 0.910
C: -0.915 -0.990 -0.230
C: 0.203 -0.301 0.206
C: 1.573 -0.924 0.157
C: -0.888 -2.360 -0.861
H: 1.635 0.656 2.373
H: 2.030 1.831 1.115
H: 0.916 2.279 2.366
H: -1.827 1.655 0.064
H: -1.405 2.343 1.722
H: -1.867 -0.497 -0.097
H: 1.745 -1.631 -0.643
H: 2.253 -0.083 0.060
H: 1.860 -1.364 1.130
H: -1.352 -3.190 -0.324
H: -1.402 -2.283 -1.840
H: 0.136 -2.638 -1.117
H: -0.466 0.510 -2.531
H: -1.124 1.821 -2.259
O: -1.227 1.061 -2.814

Here are the Löwdin charges for atoms 1 to 2, given in e: -0.132, -0.428

---

Version ii
ORCA calculation (wB97M-V/def2-TZVPD) on a 2-piece molecular cluster, C7H14O overall.

Computed properties:
Charge: -1
Molecular weight, g mol⁻¹: 114.19
Lowest unoccupied orbital energy (alpha / beta), hartree: 0.135 / 0.131
2S+1: 2

Positions of all 22 atoms, in Å:
C: -2.196 -1.434 0.006
C: -1.894 -0.175 -0.847
C: -0.471 0.370 -0.737
C: 0.547 -0.480 -0.603
C: 0.637 -1.870 -0.402
C: 0.223 -2.653 0.674
C: -0.210 1.933 -0.831
H: -1.573 -2.132 -0.293
H: -3.148 -1.822 -0.092
H: -1.804 -1.231 0.971
H: -1.943 -0.406 -1.910
H: -2.482 0.671 -0.518
H: 1.665 -0.070 -0.522
H: 0.786 -2.330 -1.425
H: 0.364 -3.812 0.719
H: 0.011 -2.117 1.564
H: 0.806 2.305 -0.433
H: -0.880 2.554 -0.271
H: -0.455 2.176 -1.883
H: 3.353 3.166 2.026
H: 4.418 4.028 2.688
O: 4.245 3.328 2.119

Here are the Löwdin charges for atoms 1 to 2, given in e: -0.104, -0.200

---

What should be chosen as the least stable of them? Choose version ii.

---

Version i
ORCA calculation (wB97M-V/def2-TZVPD) on a 3-piece molecular cluster, C5H15NO2 overall.

Computed properties:
SMILES: CN1CCCC1.O.O
Molecular weight, g mol⁻¹: 121.18
Lowest unoccupied orbital energy, hartree: 0.026
2S+1: 1

Positions of all 23 atoms, in Å:
C: -0.211 -0.932 -1.743
N: -0.976 -0.846 -0.423
C: -0.799 0.509 0.128
C: 0.320 0.500 1.233
C: 0.685 -0.989 1.357
C: -0.294 -1.784 0.534
H: 0.684 -0.337 -1.564
H: -0.046 -1.989 -1.902
H: -0.853 -0.591 -2.552
H: -0.792 1.196 -0.737
H: -1.773 0.863 0.482
H: 1.176 1.136 1.044
H: -0.295 0.781 2.083
H: 0.685 -1.174 2.428
H: 1.700 -1.225 1.035
H: -1.088 -2.334 1.048
H: 0.219 -2.562 -0.025
O: -5.046 0.588 2.239
H: -5.632 1.205 1.838
H: -4.527 0.367 1.457
O: 5.343 2.456 -2.915
H: 5.370 2.173 -2.005
H: 6.150 2.987 -3.041

Here are the Löwdin charges for atoms 1 to 2, given in e: -0.071, -0.199

---

Version ii
ORCA calculation (wB97M-V/def2-TZVPD) on a 3-piece molecular cluster, C5H15NO2 overall.

Computed properties:
SMILES: CC/C(C)=C/N.O.O
Molecular weight, g mol⁻¹: 121.18
Lowest unoccupied orbital energy, hartree: 0.022
2S+1: 1

Positions of all 23 atoms, in Å:
C: 0.131 -1.508 -1.626
C: 0.697 -0.098 -1.372
C: -0.348 0.779 -0.693
C: -1.056 1.777 -1.555
C: -0.626 0.534 0.571
N: -1.584 1.262 1.355
H: 0.697 -2.097 -2.349
H: -0.028 -2.001 -0.678
H: -0.886 -1.380 -2.001
H: 1.544 -0.216 -0.683
H: 1.111 0.358 -2.271
H: -1.218 1.364 -2.560
H: -0.444 2.670 -1.675
H: -2.061 2.005 -1.182
H: -0.036 -0.127 1.198
H: -1.317 1.121 2.334
H: -1.401 2.258 1.255
O: 1.472 1.494 2.715
H: 1.679 0.549 2.635
H: 2.134 1.806 3.358
O: 0.904 -3.543 1.178
H: 0.117 -3.591 1.744
H: 0.520 -3.417 0.302

Here are the Löwdin charges for atoms 1 to 2, given in e: -0.093, -0.215

---

Version iii
ORCA calculation (wB97M-V/def2-TZVPD) on a 3-piece molecular cluster, C5H15NO2 overall.

Computed properties:
SMILES: C/C=C(\C)NC.O.O
Molecular weight, g mol⁻¹: 121.18
Lowest unoccupied orbital energy, hartree: 0.010
2S+1: 1

Positions of all 23 atoms, in Å:
C: 1.608 -2.890 -2.597
C: 0.544 -2.105 -1.866
C: 0.882 -0.892 -1.247
C: 1.822 0.019 -2.115
N: 0.293 -0.266 -0.226
C: 1.227 0.201 0.888
H: 1.242 -3.949 -2.663
H: 1.790 -2.539 -3.567
H: 2.582 -2.999 -2.093
H: -0.402 -2.603 -1.576
H: 2.864 -0.250 -1.832
H: 1.679 1.088 -1.887
H: 1.568 -0.183 -3.030
H: -0.467 -0.611 0.159
H: 1.277 1.360 0.966
H: 1.149 -0.214 1.898
H: 2.228 -0.075 0.499
O: -3.169 1.334 2.883
H: -2.967 1.327 3.855
H: -3.367 2.344 2.819
O: -4.309 4.330 3.746
H: -3.615 4.230 3.087
H: -4.459 3.345 3.900

Here are the Löwdin charges for atoms 1 to 2, given in e: -0.138, -0.122

---

What should be chosen as the least stable of them? Choose version iii.

---

Version i
ORCA calculation (wB97M-V/def2-TZVPD) on a 3-piece molecular cluster, C5H15NO2 overall.

Computed properties:
Molecular weight, g mol⁻¹: 121.18
Lowest unoccupied orbital energy (alpha / beta), hartree: 0.030 / -0.030
2S+1: 1

Positions of all 23 atoms, in Å:
C: -0.202 -0.533 1.707
C: 0.023 1.808 1.388
C: -1.136 -1.675 1.877
O: -0.762 0.672 1.672
H: 0.813 -0.588 2.100
H: 0.443 -0.414 0.001
H: 0.306 1.949 0.165
H: -0.549 2.690 1.656
H: 0.979 1.786 1.917
H: -1.487 -1.755 2.912
H: -0.647 -2.613 1.607
H: -2.013 -1.552 1.240
C: -0.947 -0.110 -1.498
C: 1.367 -0.799 -1.826
N: 0.419 -0.076 -0.995
O: 0.728 2.213 -1.452
H: 1.693 2.203 -1.447
H: 2.353 -0.771 -1.363
H: -1.302 -1.136 -1.676
H: -0.973 0.466 -2.423
H: -1.603 0.380 -0.779
H: 1.415 -0.294 -2.791
H: 1.083 -1.848 -1.992

Here are the Löwdin charges for atoms 1 to 2, given in e: -0.285, -0.105

---

Version ii
ORCA calculation (wB97M-V/def2-TZVPD) on a 2-piece molecular cluster, C5H15NO2 overall.

Computed properties:
SMILES: CN(C)CCCO.O
Molecular weight, g mol⁻¹: 121.18
Lowest unoccupied orbital energy, hartree: 0.025
2S+1: 1

Positions of all 23 atoms, in Å:
C: -1.791 1.746 -1.102
N: -1.721 0.767 0.000
C: -2.024 1.386 1.297
C: -0.391 0.158 0.063
C: -0.219 -0.863 -1.059
C: 1.199 -1.321 -1.287
O: 1.676 -1.907 -0.083
H: -2.523 1.416 -1.833
H: -2.141 2.710 -0.734
H: -0.819 1.882 -1.595
H: -2.439 0.612 1.941
H: -1.114 1.826 1.740
H: -2.720 2.202 1.143
H: -0.325 -0.389 1.011
H: 0.390 0.923 0.106
H: -0.883 -1.693 -0.772
H: -0.728 -0.504 -1.962
H: 1.781 -0.446 -1.565
H: 1.231 -2.055 -2.093
H: 2.547 -2.293 -0.238
O: 2.604 -0.149 1.964
H: 2.140 -0.642 1.259
H: 3.296 0.348 1.518

Here are the Löwdin charges for atoms 1 to 2, given in e: -0.096, -0.263

---

Version iii
ORCA calculation (wB97M-V/def2-TZVPD) on a 2-piece molecular cluster, C5H15NO2 overall.

Computed properties:
SMILES: CC[C@@H](C)NCO.O
Molecular weight, g mol⁻¹: 121.18
Lowest unoccupied orbital energy, hartree: 0.029
2S+1: 1

Positions of all 23 atoms, in Å:
C: 0.877 0.982 -2.102
C: 1.201 -0.099 -1.077
C: -0.041 -0.582 -0.300
C: 0.124 -2.083 -0.066
N: -0.132 0.226 0.891
C: -1.089 -0.073 1.898
O: -0.768 -1.294 2.615
H: 0.538 0.607 -3.049
H: 0.178 1.727 -1.762
H: 1.790 1.601 -2.192
H: 1.696 -0.936 -1.592
H: 1.931 0.292 -0.347
H: -1.031 -0.527 -0.800
H: 1.162 -2.368 0.152
H: -0.554 -2.614 0.576
H: 0.006 -2.693 -0.994
H: 0.762 0.473 1.290
H: -2.150 -0.142 1.594
H: -1.128 0.716 2.650
H: -1.597 -1.544 3.036
O: -0.805 2.971 -0.475
H: -0.913 3.004 0.485
H: -0.057 2.357 -0.432

Here are the Löwdin charges for atoms 1 to 2, given in e: -0.097, -0.205

---

Version iv
ORCA calculation (wB97M-V/def2-TZVPD) on a 2-piece molecular cluster, C5H15NO2 overall.

Computed properties:
SMILES: CNCC[C@H](C)O.O
Molecular weight, g mol⁻¹: 121.18
Lowest unoccupied orbital energy, hartree: 0.028
2S+1: 1

Positions of all 23 atoms, in Å:
C: -0.319 2.313 0.903
N: 1.050 1.819 0.913
C: 1.205 0.444 1.342
C: 1.494 -0.640 0.299
C: 0.359 -0.872 -0.697
C: -0.619 -1.967 -0.264
O: 0.925 -1.206 -1.975
H: -0.628 2.590 1.911
H: -1.053 1.574 0.558
H: -0.428 3.216 0.302
H: 1.524 2.017 0.062
H: 0.350 0.156 1.961
H: 2.084 0.390 2.004
H: 2.366 -0.304 -0.270
H: 1.808 -1.553 0.808
H: -0.098 0.114 -0.868
H: -0.751 -1.893 0.822
H: -1.601 -1.882 -0.715
H: -0.102 -2.907 -0.451
H: 0.323 -1.723 -2.490
O: -3.214 0.060 -0.425
H: -2.769 0.800 -0.888
H: -2.509 -0.294 0.123

Here are the Löwdin charges for atoms 1 to 2, given in e: -0.133, -0.114

---

What should be chosen as the least stable of them? Choose version i.

---

Version i
ORCA calculation (wB97M-V/def2-TZVPD) on a 3-piece molecular cluster, C3H8N3 overall.

Computed properties:
Charge: +1
Molecular weight, g mol⁻¹: 86.12
Lowest unoccupied orbital energy (alpha / beta), hartree: -0.163 / -0.155
2S+1: 1

Positions of all 14 atoms, in Å:
C: -0.669 1.027 -1.633
C: 0.161 -0.034 -0.325
C: 0.252 -1.962 1.144
N: 0.557 1.023 -1.127
N: -1.092 0.010 -0.903
N: 0.730 -0.919 0.504
H: -1.159 1.730 -2.253
H: 0.269 1.775 1.287
H: -0.713 -2.326 0.658
H: 0.775 -2.543 1.770
H: -0.054 1.492 2.037
H: 1.269 1.842 -1.185
H: -1.927 -0.677 -0.845
H: 1.601 -0.438 0.871

Here are the Löwdin charges for atoms 1 to 2, given in e: -0.107, -0.405

---

Version ii
ORCA calculation (wB97M-V/def2-TZVPD) on a 2-piece molecular cluster, C3H8N3 overall.

Computed properties:
Charge: +1
Molecular weight, g mol⁻¹: 86.12
Lowest unoccupied orbital energy, hartree: -0.126
2S+1: 1

Positions of all 14 atoms, in Å:
C: 1.335 0.875 -0.546
C: -2.512 -0.924 -0.253
C: -1.479 -1.685 0.139
N: 2.603 2.018 1.178
N: 2.086 1.279 0.237
N: 0.553 0.194 -1.268
H: -3.180 -1.354 -1.040
H: 3.424 1.657 1.601
H: -2.917 -0.114 0.418
H: -1.232 -2.599 -0.340
H: -0.876 -1.518 1.023
H: 1.895 2.444 1.882
H: -0.115 -0.513 -0.757
H: 0.416 0.238 -2.274

Here are the Löwdin charges for atoms 1 to 2, given in e: -0.086, -0.037

---

What should be chosen as the least stable of them? Choose version i.